8
Properties=species:S:1:pos:R:3 method="wB97M-V/def2-TZVPD" fmax_ha_per_bohr=0.266 s_squared=2.01 multiplicity=3 de_lowest_kj_mol=320.3
C 2.1661 -1.0135 0.3243
C 0.8003 -0.6849 0.1136
N 3.2305 -1.4392 0.4984
O 0.0266 -1.6090 0.0893
O -2.3497 1.5818 0.1062
F -2.0920 2.1043 -1.1795
H 0.4214 0.4116 0.0256
H -2.2033 0.6488 0.0221